[1]
13
Properties=species:S:1:pos:R:3 method="wB97M-V/def2-TZVPD" s2=2.01 e_homo_ev="-13.943 / -16.400" total_charge=+1 e_above_lowest_kcal_mol=4.7 multiplicity=3
C 2.16906 0.14663 0.13204
C -0.08754 2.11789 0.56330
C 0.98364 0.16835 -0.62958
C 0.36756 -1.12479 -0.89334
N 3.13476 0.02439 0.70758
N 0.15450 2.20421 -0.90008
N 0.59893 1.18979 -1.33876
N 0.12079 1.05128 1.15300
H -0.55646 2.98711 0.90582
H 0.84747 -1.36450 -1.85508
H -0.69358 -1.03695 -1.21734
H 0.79001 -1.87143 -0.20915
H 0.28123 0.90835 2.06273

[2]
15
Properties=species:S:1:pos:R:3 method="wB97M-V/def2-TZVPD" e_homo_ev=-6.437 e_above_lowest_kcal_mol=110.7 multiplicity=1
C -1.62989 -0.57985 -0.29867
C -0.47399 1.34879 -0.02154
O -0.41984 1.68302 1.14296
C -0.10224 -0.01600 -0.44258
C 2.11363 0.16638 -0.03515
N 0.86841 -0.51403 0.54065
H -2.13491 -0.37320 0.66329
H -2.31487 -0.20263 -1.08049
H -1.53184 -1.65047 -0.42820
H -1.03923 1.90183 -0.78718
H 0.58957 -0.07295 1.42967
H 0.27892 -0.20999 -1.44933
H 2.60945 0.71353 0.76018
H 2.72536 -0.61486 -0.48928
H 0.83208 -1.53717 0.66729

[3]
66
Properties=species:S:1:pos:R:3 method="wB97M-V/def2-TZVPD" e_homo_ev=-11.062 total_charge=+1 multiplicity=1
C -0.15780 3.06526 -1.68204
C -0.51984 1.62279 -2.15020
C -1.30969 0.79230 -1.09635
O -1.52291 1.52216 0.13585
C -1.83830 0.67629 1.19713
P -2.91778 -0.82299 0.81177
O -4.02819 -0.48033 -0.06742
O -3.56115 -1.42251 2.19548
O -2.03918 -2.01741 0.16864
C -0.43105 0.34636 1.81973
C -0.79495 -0.15080 3.25318
C 0.32878 -0.52460 4.25317
C 1.66447 0.26381 4.07434
C 2.02143 1.11888 5.34962
C 2.71719 2.39820 4.85557
O 2.15251 3.15843 4.15053
O 3.96712 2.58677 5.30372
C -1.86536 0.88310 3.66682
N -2.48193 1.36790 2.36012
H 0.21581 3.10958 -0.65023
H -0.99083 3.75766 -1.87312
H 0.66947 3.41017 -2.32687
H -1.13653 1.73211 -3.05726
H 0.39647 1.10975 -2.48448
H -0.72272 -0.12447 -0.90902
H -2.29091 0.55580 -1.53633
H -4.43147 -0.99683 2.28585
H -1.74517 -2.62438 0.87420
H -0.00070 1.35803 1.97583
H 0.27513 -0.22772 1.20974
H -1.25151 -1.14081 3.04119
H -0.05581 -0.28277 5.26444
H 0.52820 -1.60542 4.28309
H 2.46288 -0.48729 3.95968
H 1.67857 0.95387 3.22068
H 2.68464 0.50799 5.97511
H 1.10215 1.41253 5.87577
H 4.48072 3.12314 4.67664
H -2.72881 0.50102 4.23714
H -1.46817 1.65962 4.33798
H -2.37050 2.39068 2.29970
H -3.49847 1.25267 2.42749
C 4.04135 -3.09843 -1.55001
C 2.67227 -2.89013 -1.45516
C 2.18669 -1.70747 -0.91405
C 3.07130 -0.72801 -0.47599
C 4.44020 -0.93583 -0.57475
C 4.92520 -2.12248 -1.10775
H 4.42047 -4.02187 -1.96911
H 1.98338 -3.65037 -1.80284
H 1.11611 -1.54780 -0.83469
H 2.69247 0.19858 -0.05776
H 5.12975 -0.17265 -0.23561
H 5.99282 -2.28670 -1.18006
C -0.90558 -1.18621 -6.61659
C -0.95198 -1.69258 -5.32463
C -2.03237 -1.39992 -4.50247
C -3.07105 -0.60796 -4.97513
C -3.02588 -0.10469 -6.26852
C -1.94157 -0.39028 -7.08779
H -0.06192 -1.41182 -7.25694
H -0.14483 -2.31559 -4.95801
H -2.06583 -1.79038 -3.49129
H -3.91610 -0.38365 -4.33491
H -3.83643 0.51120 -6.63825
H -1.90430 0.00652 -8.09456

[4]
11
Properties=species:S:1:pos:R:3 method="wB97M-V/def2-TZVPD" e_homo_ev=-9.312 e_above_lowest_kcal_mol=86.7 multiplicity=1
C 2.28201 -1.97808 0.03146
C -0.58027 0.31148 0.59225
C 0.18071 -0.86980 0.73545
C 1.90994 -0.73078 -0.41363
N 2.49607 -3.05183 0.37867
O -0.77759 -0.88337 -0.16534
Br 3.04842 0.77274 0.03354
H -1.46928 0.66718 1.13290
H -0.15693 1.17342 -0.03743
H 0.40517 -1.70502 1.41868
H 1.39243 -0.66751 -1.30746

[5]
20
Properties=species:S:1:pos:R:3 method="wB97M-V/def2-TZVPD" e_homo_ev=-9.667 e_above_lowest_kcal_mol=36.7 multiplicity=1
C 0.57497 0.75204 0.97415
O 1.82685 1.43656 1.06947
C 0.59033 -0.24598 -0.16707
C -0.81987 -0.41288 -0.77595
C -2.04152 -0.70837 0.11878
C -1.11105 0.78174 -1.72646
N 1.13035 -1.52747 0.48189
H -0.12164 1.53938 0.66280
H 0.17010 0.28859 1.87306
H 2.36562 0.92242 1.64676
H 1.30504 -0.01117 -0.94728
H -0.63084 -1.26647 -1.44290
H -2.73476 -1.43078 -0.31334
H -2.56872 0.19875 0.39385
H -1.59172 -1.37366 0.88424
H -0.91562 0.54784 -2.77339
H -0.43454 1.62736 -1.54851
H -2.13921 1.10951 -1.58513
H 0.38457 -1.63546 1.17228
H 0.96159 -2.39342 -0.03800

| no. | DFT total energy (Ha) |
| --- | --- |
| 1 | -373.92393 |
| 2 | -287.65597 |
| 3 | -1744.76415 |
| 4 | -2858.68104 |
| 5 | -328.26042 |